[1]
DFT (ωB97M-V with the def2-TZVPD basis set) results for a cluster of 2 separate species, C4H14N2O in total in a non-equilibrium geometry.

Computed properties:
Charge   0
Max |F|   2.15 eV Å⁻¹
HOMO energy   -8.87 eV
Frontier orbital gap   9.8914 eV
Spin multiplicity   1

Structure (XYZ):
```
21
Properties=species:S:1:pos:R:3:forces:R:3:nbo_charge:R:1
C 0.253 1.225 1.220 0.5 0.4 0.7 -0.42
N 0.696 -0.122 0.874 -0.4 0.2 0.1 -0.64
C 0.566 -0.463 -0.540 -0.1 0.0 0.1 -0.21
C -0.565 -1.449 -0.867 0.5 1.1 0.4 -0.43
C -1.917 -0.761 -0.947 -0.7 0.7 -1.9 -0.23
N -2.225 -0.121 -2.260 0.2 -0.4 0.4 -0.83
H 0.677 1.536 2.180 0.1 -0.1 -0.1 0.20
H 0.659 1.944 0.507 -0.2 -0.1 -0.1 0.20
H -0.818 1.364 1.372 -0.3 -0.1 -0.5 0.17
H 0.121 -0.771 1.393 0.1 -0.2 0.2 0.35
H 1.517 -0.797 -0.927 0.4 -0.6 0.1 0.18
H 0.425 0.444 -1.120 -0.4 0.4 -0.1 0.18
H -0.650 -2.240 -0.120 0.4 -0.2 -0.1 0.20
H -0.273 -1.850 -1.839 -0.5 -0.5 0.0 0.21
H -2.165 0.044 -0.266 0.6 -0.1 0.8 0.20
H -2.697 -1.479 -0.838 -0.6 -0.7 0.3 0.19
H -1.666 0.708 -2.395 0.2 0.1 -0.1 0.35
H -2.013 -0.772 -3.007 0.0 0.1 -0.1 0.34
O 3.237 1.544 2.560 0.4 0.3 0.1 -0.95
H 4.149 1.259 2.399 -0.5 -0.1 0.1 0.47
H 2.688 0.759 2.618 0.1 -0.3 -0.2 0.48
```
Forces are in eV/Å.

***

[2]
DFT (ωB97M-V with the def2-TZVPD basis set) results for the ion C6H13N2 with charge +1 in a non-equilibrium geometry.

Computed properties:
Charge   +1
Max |F|   4.99 eV Å⁻¹
HOMO energy   -13.39 eV
Frontier orbital gap   9.2939 eV
Spin multiplicity   1

Structure (XYZ):
```
21
Properties=species:S:1:pos:R:3:forces:R:3:nbo_charge:R:1
C 3.092 -0.504 0.187 -1.1 2.2 -0.5 -0.64
C 1.650 -0.298 -0.302 2.3 -0.4 0.0 -0.08
C 0.625 -0.142 0.514 0.4 1.4 -2.6 -0.29
C -0.688 0.452 0.132 -0.5 -4.1 -1.4 0.09
C -0.776 1.555 -0.863 4.6 0.1 -2.0 -0.62
N -1.545 0.604 1.202 -2.0 0.3 3.4 -0.87
C -1.224 -0.970 -0.638 1.2 -0.4 0.5 0.25
N -2.347 -1.411 -0.204 -0.7 -0.5 0.8 -0.68
H 3.202 -0.857 1.178 -0.2 -0.4 1.1 0.22
H 3.695 -1.077 -0.466 0.4 -0.7 -0.8 0.23
H 3.502 0.543 0.157 -0.1 -0.9 0.1 0.24
H 1.687 -0.110 -1.364 -0.8 0.0 -0.4 0.21
H 0.895 -0.162 1.487 0.2 -0.4 3.4 0.22
H 0.115 2.303 -0.653 -1.9 -1.4 -0.7 0.25
H -0.776 1.194 -1.961 0.7 0.4 1.7 0.24
H -1.670 2.023 -0.830 -2.9 1.8 0.6 0.23
H -2.010 1.522 1.306 0.6 -1.1 0.2 0.42
H -1.445 0.019 2.115 0.2 1.9 -2.3 0.42
H -0.408 -1.598 -1.192 -2.1 1.2 0.4 0.26
H -2.845 -2.335 -0.393 1.2 1.7 0.2 0.45
H -2.730 -0.750 0.587 0.4 -0.8 -1.6 0.44
```
Forces are in eV/Å.

***

[3]
DFT (ωB97M-V with the def2-TZVPD basis set) results for the molecule C6H9N.

Computed properties:
Charge   0
Max |F|   0.94 eV Å⁻¹
HOMO energy   -7.52 eV
Frontier orbital gap   8.4547 eV
Spin multiplicity   1

Structure (XYZ):
```
16
Properties=species:S:1:pos:R:3:forces:R:3:nbo_charge:R:1
C -1.239 -0.422 1.492 0.1 0.1 0.1 -0.62
C -0.353 0.203 0.453 -0.2 0.2 0.2 -0.11
C 0.613 -1.002 -1.522 0.0 0.1 -0.2 -0.63
C 0.887 -0.467 -0.142 0.1 0.1 -0.1 -0.27
C 1.152 0.970 -0.060 0.6 0.0 0.1 0.16
N 0.475 1.773 -1.020 0.0 0.2 0.4 -0.60
C -0.545 1.445 -0.219 -0.4 0.2 0.0 0.10
H -0.800 -0.482 2.490 0.0 0.1 0.0 0.22
H -1.490 -1.449 1.187 0.1 0.2 0.0 0.22
H -2.187 0.128 1.559 0.2 0.0 0.0 0.22
H -0.106 -1.828 -1.464 0.1 0.3 -0.2 0.21
H 1.509 -1.332 -2.050 0.0 -0.1 0.1 0.21
H 1.433 -1.057 0.601 -0.2 0.0 -0.3 0.23
H 1.768 1.477 0.676 -0.2 -0.3 0.2 0.22
H 0.222 -0.100 -2.038 0.0 -0.9 -0.2 0.25
H -1.341 2.143 0.057 -0.2 -0.2 -0.2 0.19
```
Forces are in eV/Å.

***

[4]
DFT (ωB97M-V with the def2-TZVPD basis set) results for a cluster of 2 separate species, C6H18N3 in total in a non-equilibrium geometry.

Computed properties:
Charge   +1
Max |F|   4.46 eV Å⁻¹
HOMO energy   -14.13 eV
Frontier orbital gap   10.5047 eV
Spin multiplicity   1

Structure (XYZ):
```
27
Properties=species:S:1:pos:R:3:forces:R:3:nbo_charge:R:1
C 1.316 1.026 -0.607 -0.4 -1.3 -1.5 -0.22
C 1.544 2.321 -1.434 2.4 0.6 2.9 -0.62
C 1.614 -0.249 -1.473 -1.4 0.4 -0.7 -0.61
C 2.283 0.936 0.586 1.6 0.9 0.6 -0.63
H 0.247 0.943 -0.359 0.3 0.4 0.6 0.17
H 0.935 2.497 -2.303 -0.4 0.1 -0.1 0.22
H 2.631 2.277 -1.693 -0.8 0.0 -0.5 0.21
H 2.626 -0.154 -1.702 1.8 0.0 -0.9 0.23
H 1.572 -1.162 -0.901 -0.2 -0.4 0.5 0.17
H 1.038 -0.472 -2.431 0.8 0.8 1.1 0.21
H 2.677 -0.084 0.882 -0.7 0.9 -0.7 0.21
H 3.247 1.570 0.367 -1.8 -1.2 0.4 0.23
H 1.835 1.363 1.497 0.2 0.0 -0.3 0.22
H 1.605 3.186 -0.651 -0.8 -1.1 -1.7 0.22
C -1.565 -0.671 -1.503 2.7 0.6 1.6 -0.41
C -1.432 -0.775 1.125 2.5 -3.7 -0.2 0.70
N -1.155 -1.266 -0.188 1.0 0.8 3.2 -0.57
N -2.601 -0.308 1.586 0.0 -0.8 -3.7 -0.75
N -0.456 -1.185 2.084 -0.1 -0.6 -1.6 -0.82
H -0.190 -1.729 -0.193 -2.0 1.1 -0.2 0.42
H -3.407 -0.249 0.949 0.8 0.1 0.3 0.43
H -2.647 0.267 2.356 0.0 1.2 2.2 0.42
H 0.155 -2.045 1.788 -1.5 2.7 1.0 0.44
H -0.474 -0.935 3.105 -0.4 -0.5 -1.8 0.44
H -0.655 -0.148 -1.972 -1.7 -1.4 0.4 0.25
H -2.224 0.096 -1.279 -1.6 1.5 0.3 0.20
H -2.056 -1.440 -2.005 -0.4 -1.0 -1.5 0.23
```
Forces are in eV/Å.